Entry 1:
Below is a cluster of 8 separate species, C24H65N3O12PS8 in total, with properties calculated with wB97M-V/def2-TZVPD.

Structure (XYZ):
```
113
Properties=species:S:1:pos:R:3:forces:R:3
C -5.606 -4.156 0.439 0.38 0.07 0.07
C -4.078 -4.100 0.549 -0.13 -0.54 -0.57
C -3.394 -3.753 -0.783 0.43 0.34 1.11
C -1.942 -3.292 -0.576 -0.64 -0.91 -0.62
C -1.036 -4.338 0.094 -0.19 0.53 -0.48
C -0.106 -3.677 1.102 -0.37 -0.91 0.02
N 0.471 -2.463 0.486 0.35 0.20 0.68
C 1.252 -1.863 1.462 -0.43 0.26 -0.50
N 2.542 -1.862 1.343 -0.48 0.15 0.22
N 0.593 -1.281 2.500 1.21 -0.88 0.21
C -0.295 -2.207 3.282 -1.01 0.95 -0.29
C -1.414 -1.352 3.888 0.66 -0.14 -0.02
S -2.568 -0.671 2.697 -1.42 0.07 0.78
O -3.845 -1.268 2.985 0.20 -0.36 -0.26
O -2.488 0.758 2.719 0.63 0.07 -0.33
C -0.846 -3.403 2.454 0.86 -0.09 0.50
P -0.678 -4.959 3.423 -0.27 -1.56 -0.72
O -0.647 -6.139 2.560 0.11 0.28 -0.01
O 0.685 -4.880 4.269 -0.37 0.52 0.07
O -1.881 -5.025 4.479 0.53 0.81 -0.04
H -5.893 -4.470 -0.562 -0.04 -0.12 -0.06
H -5.993 -4.874 1.157 -0.26 0.09 0.09
H -6.039 -3.175 0.624 -0.13 0.04 0.04
H -3.739 -5.101 0.822 0.10 0.03 0.30
H -3.781 -3.410 1.342 -0.03 0.10 0.05
H -3.940 -2.932 -1.243 0.00 -0.11 -0.28
H -3.418 -4.632 -1.422 -0.19 0.10 -0.30
H -1.545 -3.057 -1.558 0.20 0.33 0.03
H -1.982 -2.354 -0.030 -0.02 0.08 0.12
H -1.641 -5.127 0.526 0.23 -0.06 0.43
H -0.404 -4.815 -0.653 -0.01 -0.03 -0.11
H 0.703 -4.383 1.293 0.27 0.19 0.03
H -0.257 -1.782 0.248 -0.09 -0.18 -0.52
H 2.930 -2.103 0.444 0.07 -0.15 -0.01
H 3.182 -1.585 2.087 0.54 0.20 -0.22
H 1.264 -0.819 3.110 -0.31 0.22 0.19
H 0.289 -2.537 4.138 0.22 -0.21 -0.15
H -0.997 -0.500 4.424 0.05 0.10 -0.05
H -1.964 -1.940 4.618 -0.37 0.03 -0.11
H -2.162 -1.169 1.499 0.27 0.22 0.06
H -1.913 -3.331 2.242 -0.08 0.33 0.01
H 0.552 -4.505 5.146 0.16 -0.13 0.26
H -2.316 -4.168 4.567 -0.37 -0.14 0.19
C -0.778 1.682 -2.614 0.04 -0.05 -0.14
S -1.604 0.821 -1.283 0.00 0.14 0.15
O -1.133 -0.609 -1.334 0.05 0.21 0.17
C -3.241 0.843 -2.016 -0.07 -0.10 -0.06
H 0.279 1.738 -2.368 -0.01 0.02 0.07
H -0.919 1.130 -3.543 -0.02 -0.05 0.04
H -1.186 2.688 -2.692 0.02 0.02 0.07
H -3.211 0.352 -2.987 0.04 -0.01 -0.03
H -3.570 1.877 -2.120 0.01 0.01 0.03
H -3.920 0.308 -1.352 0.03 0.00 0.02
C -5.552 -1.607 -4.278 0.00 0.08 -0.06
S -6.170 -2.547 -2.876 -0.11 0.06 -0.17
O -5.555 -3.895 -2.963 -0.05 -0.08 -0.11
C -7.847 -2.701 -3.499 -0.11 0.03 0.02
H -4.489 -1.435 -4.123 0.03 -0.04 0.04
H -5.700 -2.180 -5.192 -0.01 -0.04 0.03
H -6.076 -0.652 -4.335 0.01 0.00 0.02
H -7.828 -3.191 -4.472 0.06 -0.02 0.01
H -8.298 -1.711 -3.576 0.00 0.00 0.02
H -8.412 -3.305 -2.792 0.03 -0.01 0.03
C 7.357 -2.248 2.583 0.02 -0.15 0.01
S 6.367 -0.886 1.988 0.24 0.02 0.07
O 4.952 -1.203 2.382 -0.28 -0.08 -0.06
C 6.520 -1.270 0.243 -0.16 -0.02 -0.07
H 7.351 -2.220 3.670 -0.02 0.04 0.01
H 6.929 -3.192 2.244 -0.03 -0.01 0.06
H 8.378 -2.135 2.220 0.00 0.07 0.00
H 6.160 -2.283 0.060 0.03 -0.02 0.05
H 7.565 -1.180 -0.051 0.01 0.02 0.02
H 5.923 -0.552 -0.317 0.02 0.04 0.03
C -0.064 5.809 0.966 0.01 0.06 -0.05
S -0.145 4.025 1.148 0.00 0.02 0.09
O -0.302 3.449 -0.221 0.00 0.10 -0.03
C -1.761 3.990 1.922 -0.11 -0.01 -0.01
H 0.866 6.056 0.459 0.03 -0.03 0.03
H -0.912 6.154 0.374 -0.01 -0.04 -0.01
H -0.073 6.271 1.953 0.01 -0.02 0.01
H -2.489 4.462 1.261 0.04 0.02 -0.02
H -1.713 4.515 2.876 0.02 0.00 0.00
H -2.033 2.951 2.091 0.03 -0.04 -0.01
C 2.842 7.105 -3.729 -0.02 0.01 0.00
S 2.758 5.325 -3.547 0.04 0.02 -0.01
O 2.586 4.739 -4.903 -0.06 -0.03 0.00
C 1.144 5.294 -2.758 -0.12 0.02 -0.02
H 3.769 7.347 -4.244 0.02 -0.04 0.00
H 1.992 7.451 -4.318 -0.01 -0.07 -0.02
H 2.841 7.578 -2.748 0.04 0.04 -0.01
H 0.406 5.763 -3.410 0.06 0.02 -0.05
H 1.197 5.821 -1.806 0.02 0.00 0.01
H 0.870 4.257 -2.579 0.05 -0.01 0.05
C 2.690 12.364 -1.637 0.05 0.08 0.00
S 1.946 10.837 -2.216 -0.05 0.06 0.00
O 2.958 9.761 -2.021 0.01 0.02 0.03
C 1.965 11.262 -3.960 0.03 0.04 -0.07
H 2.811 12.289 -0.559 -0.02 -0.04 0.00
H 3.664 12.496 -2.109 0.00 -0.05 -0.01
H 2.032 13.199 -1.875 -0.02 -0.01 0.01
H 2.988 11.470 -4.273 0.02 -0.02 0.04
H 1.329 12.131 -4.128 -0.02 -0.01 0.01
H 1.575 10.412 -4.517 -0.01 -0.02 0.03
C 3.669 -5.510 2.791 -0.08 0.05 -0.07
S 5.223 -6.388 3.015 0.00 -0.09 0.06
O 6.303 -5.363 3.034 -0.06 0.13 -0.13
C 5.246 -7.148 1.388 -0.01 -0.01 -0.08
H 3.485 -4.928 3.690 0.03 -0.03 0.02
H 3.750 -4.846 1.928 0.06 -0.01 0.00
H 2.861 -6.228 2.649 -0.01 -0.01 0.04
H 5.215 -6.373 0.622 0.01 0.03 0.03
H 4.391 -7.818 1.291 0.01 -0.01 0.02
H 6.168 -7.717 1.300 0.01 0.01 0.04
```
Forces are in eV/Å.

Computed properties:
Largest force on an atom in eV Å⁻¹: 1.74
HOMO level in hartree: -0.3696
E_LUMO in eV: -2.60
Total charge: +1
Multiplicity: 1

Löwdin population analysis, charges in e, atoms 1 to 8: number 1, C, carries -0.0926; number 2, C, carries -0.2471; number 3, C, carries -0.1935; number 4, C, carries -0.2022; number 5, C, carries -0.1231; number 6, C, carries -0.2901; number 7, N, carries 0.1221; number 8, C, carries -0.3507

Entry 2:
Below is a structure of composition C24H66B2FeN2O6, with properties calculated with wB97M-V/def2-TZVPD.

Structure (XYZ):
```
101
Properties=species:S:1:pos:R:3:forces:R:3
Fe 1.683 2.515 1.552 -0.33 0.32 0.51
B 0.566 1.212 0.325 -1.06 -0.50 -0.96
H 0.998 0.726 1.263 0.93 -0.87 1.63
H 1.355 1.663 -0.397 1.12 0.44 -0.81
H -0.043 0.379 -0.179 -0.65 -0.70 -0.65
H -0.140 2.083 0.638 -1.02 0.94 0.54
B 3.670 3.118 1.449 2.36 1.42 0.63
H 3.390 2.111 0.982 -0.69 -1.75 -0.98
H 3.682 3.068 2.609 -0.30 -0.29 1.45
H 4.787 3.261 1.199 1.17 0.15 -0.54
H 3.106 4.082 1.156 -0.78 0.92 -0.65
C -2.776 2.315 -1.824 0.26 0.59 -0.63
C -2.552 3.412 -0.755 -1.28 -1.20 0.30
C -3.144 4.732 -1.235 0.83 0.22 -0.86
O -3.226 3.002 0.436 -0.36 0.55 0.40
H -3.726 2.353 -2.367 -0.29 0.47 0.55
H -2.736 1.304 -1.418 0.57 0.04 0.06
H -2.059 2.491 -2.634 0.31 -0.49 0.18
H -1.496 3.457 -0.465 0.13 0.25 -0.64
H -2.903 4.776 -2.303 -0.18 0.14 -0.05
H -2.700 5.651 -0.844 0.00 -0.19 0.49
H -4.226 4.801 -1.148 -0.01 -0.33 0.21
H -3.097 2.054 0.566 0.14 -0.15 0.10
C 3.437 -4.293 0.283 -0.94 0.66 1.08
C 4.031 -2.922 -0.025 0.00 0.11 0.51
C 3.856 -1.914 1.100 0.19 0.56 -0.16
O 5.436 -3.061 -0.269 -0.24 0.17 -0.53
H 3.396 -4.367 1.378 0.58 -0.47 -0.01
H 3.993 -5.112 -0.161 -0.09 -0.01 -0.12
H 2.367 -4.350 0.069 0.15 -0.06 -0.66
H 3.520 -2.437 -0.858 0.63 -0.43 -0.61
H 4.195 -2.321 2.055 -0.26 0.05 0.10
H 2.857 -1.470 1.140 -0.21 -0.50 0.29
H 4.482 -1.050 0.861 0.19 -0.12 0.01
H 5.809 -3.542 0.477 -0.03 0.00 0.00
C -1.736 -1.082 3.054 -0.43 -0.11 0.65
C -2.413 -1.075 1.706 -0.15 -0.15 -1.52
C -3.867 -1.552 1.723 -0.30 0.42 0.44
O -2.340 0.233 1.131 -0.40 0.23 0.34
H -0.676 -0.831 3.000 -0.01 0.07 -0.14
H -1.837 -2.029 3.590 0.06 -0.15 -0.27
H -2.256 -0.354 3.685 0.16 0.14 -0.03
H -1.892 -1.714 0.980 0.20 -0.26 0.32
H -4.386 -1.117 2.583 0.09 -0.39 0.27
H -3.904 -2.642 1.721 0.00 0.00 0.43
H -4.521 -1.250 0.902 0.71 0.23 -0.44
H -1.406 0.428 0.968 0.01 0.09 -0.14
C 1.137 4.907 -0.513 -0.98 -0.86 0.63
O 0.802 4.308 0.752 -0.08 0.44 -0.41
C -0.104 5.067 1.521 0.20 0.35 0.05
C -0.443 4.269 2.752 -1.64 -1.32 -0.62
N 0.705 3.498 3.290 -1.40 0.32 0.43
C 0.286 2.350 4.122 0.41 0.09 2.43
C 1.504 1.482 4.519 -0.28 0.14 -1.03
O 2.154 1.184 3.304 0.62 -0.25 -0.42
C 3.370 0.457 3.464 -0.75 -0.94 1.21
H 0.196 4.921 -1.075 0.23 0.50 -0.21
H 1.795 4.190 -0.997 0.34 0.39 0.00
H 1.555 5.895 -0.319 0.15 -0.05 -0.40
H -1.053 5.172 0.983 0.13 0.42 -0.12
H 0.338 6.046 1.740 -0.05 0.03 -0.05
H -1.239 3.600 2.393 0.54 -0.64 0.03
H -1.064 4.821 3.467 0.77 0.45 0.35
H 1.034 4.151 3.996 1.15 -0.14 -0.42
H -0.566 1.757 3.800 0.24 0.10 -0.87
H -0.035 2.766 5.090 -0.35 -0.14 -0.02
H 1.215 0.547 5.013 -0.27 0.13 0.06
H 2.207 1.999 5.185 -0.14 0.23 -0.03
H 3.993 0.413 2.582 -0.15 0.63 -0.14
H 3.082 -0.575 3.705 0.11 -0.08 -0.06
H 3.878 0.825 4.359 0.42 0.24 -0.32
C -2.420 -3.591 -1.439 -0.71 0.16 -0.72
C -1.609 -3.977 -2.721 -0.90 -1.21 0.48
C -2.459 -3.574 -3.939 0.41 0.91 0.22
C -2.209 -2.162 -4.470 0.49 -0.16 0.61
C -0.698 -1.891 -4.563 -0.80 -0.78 0.09
C 0.115 -2.177 -3.282 -1.33 0.30 -0.39
N -0.213 -3.536 -2.776 0.05 0.23 -0.99
O 0.422 -3.769 -1.538 -0.17 0.36 0.17
C 1.588 -2.134 -3.631 0.77 -1.26 -0.13
C -0.262 -1.107 -2.262 0.10 0.00 -0.11
C -1.576 -5.532 -2.710 0.37 0.45 0.44
H -2.861 -2.592 -1.505 0.61 0.28 0.33
H -1.943 -3.805 -0.484 0.17 0.24 -0.05
H -3.335 -4.189 -1.460 0.20 -0.32 0.08
H -2.309 -4.253 -4.779 -0.07 -0.28 0.21
H -3.486 -3.597 -3.573 -0.14 -0.47 -0.43
H -2.702 -1.423 -3.834 -0.08 0.07 -0.15
H -2.631 -2.152 -5.475 -0.13 0.50 0.05
H -0.548 -0.834 -4.774 0.28 -0.13 -0.51
H -0.397 -2.564 -5.371 0.65 0.37 -0.09
H 1.850 -3.117 -4.039 -0.11 -0.07 0.16
H 1.913 -1.479 -4.439 -0.42 0.65 0.35
H 2.210 -2.027 -2.742 0.04 0.30 -0.08
H 0.462 -1.164 -1.451 -0.27 0.36 0.18
H -0.256 -0.111 -2.705 0.50 0.06 0.07
H -1.292 -1.203 -1.910 0.16 -0.27 0.25
H -1.275 -5.959 -3.666 0.21 0.16 -0.02
H -2.550 -5.946 -2.450 -0.04 0.03 0.00
H -0.854 -5.795 -1.935 -0.07 -0.39 -0.09
H 0.016 -3.134 -0.916 0.20 -0.23 -0.06
```
Forces are in eV/Å.

Computed properties:
Largest force on an atom in eV Å⁻¹: 2.82
HOMO level (alpha / beta) in hartree: -0.3095 / -0.3049
ΔE to the lowest compared entry with this formula, charge and spin in kcal per mole: 0.00
E_LUMO (alpha / beta) in eV: 0.32 / 0.29
Multiplicity: 5

Löwdin population analysis, charges in e, atoms 1 to 8: number 1, Fe, carries 0.6297; number 2, B, carries -0.3998; number 3, H, carries 0.0008; number 4, H, carries 0.0340; number 5, H, carries -0.0088; number 6, H, carries 0.0058; number 7, B, carries -0.4082; number 8, H, carries -0.0066

Entry 3:
Below is a cluster of 12 separate species, C24H66Br6O9 in total, with properties calculated with wB97M-V/def2-TZVPD.

Structure (XYZ):
```
105
Properties=species:S:1:pos:R:3:forces:R:3
Br -7.325 0.130 0.404 -0.63 -0.36 -0.13
C -5.695 1.019 -0.032 0.56 1.01 0.67
C -5.055 0.640 -1.336 0.04 -0.08 0.30
Br -5.997 1.374 -2.835 -0.30 0.18 -0.48
H -5.041 0.741 0.802 0.10 0.11 -0.28
H -5.903 2.108 0.017 0.16 -0.69 -0.06
H -5.016 -0.433 -1.481 0.18 -0.09 0.01
H -4.057 1.075 -1.375 0.00 -0.23 -0.01
Br -1.680 2.948 3.258 0.28 0.16 0.03
C -3.271 1.869 3.105 0.50 -1.29 1.75
C -3.658 1.321 4.505 -0.96 0.59 -1.69
Br -5.429 0.396 4.101 1.00 0.14 0.44
H -3.024 1.011 2.487 -0.11 0.26 -0.36
H -4.056 2.471 2.740 -0.67 0.62 -0.72
H -3.970 2.125 5.174 0.43 -0.33 0.11
H -2.901 0.619 4.840 -0.44 -0.07 0.38
Br 1.331 5.811 -1.717 -0.46 0.13 0.44
C -0.500 5.323 -1.158 0.17 -1.11 -0.66
C -0.470 3.798 -0.950 0.12 1.53 -0.22
Br -2.313 3.176 -0.753 0.33 0.03 0.00
H -1.119 5.573 -2.012 -0.10 0.16 0.09
H -0.833 5.816 -0.259 0.26 0.47 0.13
H 0.088 3.631 -0.030 -0.12 -0.60 -0.17
H -0.006 3.376 -1.844 -0.27 -0.45 0.43
C -1.750 -2.087 -4.465 -0.96 -0.40 1.74
C -2.484 -1.145 -3.486 -0.03 -0.25 -0.94
O -2.704 -1.746 -2.222 -0.06 0.26 -0.09
H -0.908 -2.544 -3.958 0.38 0.05 0.01
H -1.428 -1.502 -5.277 0.50 0.49 -1.34
H -2.403 -2.904 -4.777 -0.01 0.13 -0.15
H -3.467 -0.896 -3.924 0.26 -0.03 0.30
H -1.914 -0.199 -3.457 -0.16 -0.22 0.49
H -2.013 -1.473 -1.600 0.17 0.04 0.12
C 5.419 4.307 -0.280 -0.30 -1.30 -0.55
C 4.648 3.336 -1.189 -0.05 1.63 0.09
O 3.859 2.512 -0.338 0.24 0.76 -0.38
H 6.061 3.601 0.248 0.26 0.79 0.67
H 4.701 4.845 0.336 0.09 -0.24 0.39
H 5.971 5.053 -0.830 0.41 0.03 -0.27
H 5.328 2.804 -1.875 -0.17 -0.30 0.53
H 4.037 3.974 -1.835 -0.51 -0.35 -0.14
H 3.905 1.623 -0.706 -0.10 -0.79 -0.02
C 5.035 -2.108 -0.043 -0.86 -1.06 -1.05
C 4.198 -0.849 0.089 0.72 0.01 1.72
O 4.264 0.013 -0.999 -0.01 -0.25 -1.70
H 4.594 -2.622 -0.936 0.87 0.08 0.32
H 4.856 -2.834 0.775 0.16 0.65 -0.13
H 6.118 -1.926 -0.160 -0.62 -0.03 -0.07
H 4.651 -0.266 0.892 -0.58 -0.05 0.39
H 3.148 -1.093 0.307 0.22 0.00 0.22
H 3.790 -0.401 -1.750 0.05 0.33 0.06
C -3.294 -3.834 1.378 -0.85 0.95 -0.55
C -3.982 -2.488 0.921 0.13 -2.00 0.01
O -3.456 -1.317 1.479 0.29 0.87 -0.66
H -2.350 -4.004 0.870 0.25 0.19 0.07
H -3.949 -4.672 1.117 0.02 0.16 0.04
H -3.161 -3.832 2.448 0.12 -0.08 0.39
H -5.066 -2.592 1.084 0.25 0.33 0.03
H -3.780 -2.391 -0.135 -0.32 0.03 -0.44
H -3.497 -1.279 2.427 -0.06 -0.40 1.06
C 1.025 -3.536 -1.290 -0.23 0.75 0.39
C 1.753 -4.270 -2.361 2.06 -0.07 -0.47
O 1.709 -3.597 -3.613 -1.32 1.35 -0.21
H 1.141 -4.088 -0.355 -0.07 0.01 -0.05
H -0.046 -3.396 -1.483 0.21 -0.21 -0.11
H 1.443 -2.547 -1.126 0.06 0.19 0.04
H 1.380 -5.268 -2.368 -0.37 -0.94 -0.62
H 2.848 -4.319 -2.189 -0.49 -0.28 0.82
H 2.044 -4.034 -4.395 0.18 -0.66 0.34
C 0.200 0.563 -0.900 0.57 0.04 -0.33
C -0.398 0.081 0.399 0.35 -0.17 -0.98
O -1.128 -1.121 0.115 -1.32 0.71 0.93
H 0.841 1.455 -0.757 0.08 -0.72 0.06
H -0.569 0.887 -1.603 -0.22 -0.21 0.00
H 0.754 -0.285 -1.356 -0.04 0.74 0.13
H -1.001 0.870 0.814 -0.69 0.20 0.33
H 0.395 -0.112 1.106 0.33 -0.27 0.38
H -2.002 -1.027 0.612 1.15 -0.53 -0.52
C 2.148 1.171 4.357 0.67 0.42 0.42
C 2.662 2.070 3.262 0.27 -0.29 -0.76
O 3.687 1.372 2.481 -1.43 0.10 1.47
H 1.666 0.267 4.051 -0.21 -0.56 -0.79
H 1.382 1.718 4.916 0.36 0.03 0.34
H 3.013 0.869 4.951 -0.28 0.10 0.46
H 3.092 2.982 3.692 0.09 -0.13 0.08
H 1.776 2.405 2.700 0.44 -0.20 -0.60
H 3.861 1.849 1.676 0.02 0.65 -0.78
C 2.627 1.442 -3.690 0.47 -0.94 0.25
C 2.234 0.012 -4.147 -0.30 1.20 0.16
O 2.562 -0.830 -3.057 -0.35 -0.52 0.48
H 3.721 1.380 -3.392 -1.35 0.56 -0.16
H 1.949 1.721 -2.834 1.01 -0.24 -0.69
H 2.471 2.165 -4.497 0.20 -0.12 0.14
H 2.762 -0.360 -5.019 0.24 0.34 -0.35
H 1.162 0.088 -4.421 0.21 -0.70 0.44
H 2.305 -1.760 -3.193 -0.12 0.23 -0.41
C -0.516 -1.954 3.642 0.07 -0.33 -0.26
C -1.650 -2.548 4.437 0.31 0.72 0.54
O -2.792 -1.657 4.323 -0.56 -1.27 0.03
H -0.758 -2.094 2.581 0.31 0.21 0.09
H 0.484 -2.419 3.855 -1.01 0.48 -0.06
H -0.535 -0.894 3.877 0.51 0.22 -0.14
H -1.428 -2.581 5.487 0.41 -0.09 0.63
H -1.818 -3.560 4.128 -0.66 -0.54 -0.37
H -3.533 -2.093 4.804 0.63 0.63 -0.51
```
Forces are in eV/Å.

Computed properties:
Largest force on an atom in eV Å⁻¹: 2.23
SMILES string: BrCCBr.BrCCBr.BrCCBr.CCO.CCO.CCO.CCO.CCO.CCO.CCO.CCO.CCO
HOMO level in hartree: -0.3568
E_LUMO in eV: 0.35
Multiplicity: 1

Löwdin population analysis, charges in e, atoms 1 to 8: number 1, Br, carries 0.6359; number 2, C, carries -0.7555; number 3, C, carries -0.7373; number 4, Br, carries 0.6423; number 5, H, carries 0.0143; number 6, H, carries 0.0653; number 7, H, carries 0.0440; number 8, H, carries -0.0085

Q: multiplicity of number 1 (C24H65N3O12PS8)?
A: 1